C2HI2N3 | ωB97M-V/def2-TZVPD

The geometry in XYZ format:
```
8
Properties=species:S:1:pos:R:3
C 0.1223 0.1143 -0.8999
C 0.2529 0.5457 2.0365
N 1.2321 0.5039 -0.6511
N -0.8318 -0.6206 -1.0881
N -0.2203 -0.4453 1.5958
I 1.9825 1.9767 0.2809
I -1.9495 -0.6466 -2.7763
H -0.5882 -1.4279 1.5022
```

As for the total charge: 0. The total energy comes out at -22757.4929 eV. The value obtained for the HOMO energy is -0.324 Ha. For the molecular weight, the calculation gives 320.859 Da. The LUMO energy is -0.68 eV.

***

C30H45ClDyO2P2 | ωB97M-V/def2-TZVPD

The geometry in XYZ format:
```
81
Properties=species:S:1:pos:R:3
Dy 1.0244 -1.0680 1.5539
C -1.4590 -1.2341 2.7105
C -1.1546 -2.4326 1.9933
C 0.4498 -2.1785 3.6498
C -0.4721 -1.0718 3.7327
C 0.0042 -3.0341 2.5990
C -2.7285 -0.4603 2.6138
H -3.1300 -0.4561 1.5928
H -2.5812 0.5867 2.9101
H -3.5047 -0.8978 3.2683
C -0.5042 -0.0816 4.8353
H -1.1546 0.7661 4.5855
H 0.5033 0.3116 5.0455
H -0.8845 -0.5169 5.7769
C 1.7224 -2.3613 4.4086
H 1.6095 -3.0987 5.2230
H 2.0527 -1.4168 4.8755
H 2.5265 -2.7495 3.7446
C 0.7658 -4.2123 2.0923
H 0.7203 -5.0699 2.7819
H 1.8384 -3.9668 1.9573
H 0.3811 -4.5538 1.1202
C -2.0247 -3.1424 1.0163
H -2.2767 -4.1567 1.3764
H -1.5453 -3.2523 0.0326
H -2.9657 -2.6085 0.8405
C -1.5167 2.1199 -1.1528
C -2.5964 1.3454 -0.9097
C -2.7883 -0.1369 -1.1588
C -2.0481 -0.6647 -2.4323
C -0.6875 -1.1804 -2.3843
C 0.6001 -0.4879 -2.5263
C 0.6762 0.8843 -1.6590
C -0.3992 1.8576 -2.1399
H -3.8829 -0.3300 -1.2823
H -2.1879 0.1278 -3.1831
H -2.5111 -0.7166 -0.2490
H -0.8864 1.4460 -3.0940
H -1.3314 3.0240 -0.5420
H -3.4833 1.8350 -0.4960
H 0.0735 2.8219 -2.4157
H 0.4830 0.6974 -0.5492
H 1.3707 -1.1217 -2.0400
H 1.6972 1.3486 -1.7077
H -2.6570 -1.5173 -2.8156
H -0.6221 -2.2383 -2.0767
P -0.7294 1.5442 -4.7059
C -1.0999 3.2879 -4.9566
C -1.9743 0.5277 -5.4928
P 1.4975 -0.5129 -4.2051
C 1.0057 1.1243 -4.8755
C 0.6439 -1.7860 -5.1759
C 3.2188 -0.7355 -4.7657
H -0.2862 3.9310 -4.5745
H -2.0436 3.5879 -4.4669
H -1.2078 3.4238 -6.0473
H -1.9751 0.8136 -6.5614
H -2.9790 0.6951 -5.0631
H -1.7604 -0.5419 -5.4262
H 3.2634 -0.5059 -5.8434
H 3.5689 -1.7654 -4.6320
H 3.9019 -0.0521 -4.2460
H 1.6476 1.8766 -4.3718
H 1.2403 1.1761 -5.9482
H 1.2514 -2.7008 -5.1752
H 0.5452 -1.4544 -6.2215
H -0.3325 -2.0736 -4.7814
Cl 2.2766 3.9219 7.9132
C 2.1779 3.2844 6.3331
C 3.1682 2.4035 5.8815
C 3.0749 1.8211 4.6219
C 1.9218 2.0465 3.8593
C 1.0009 3.0547 4.2229
C 1.1136 3.6498 5.4843
C 1.7048 1.0675 2.7902
O 2.4757 0.0190 2.7710
O 0.7482 1.1126 1.9194
H 4.0173 2.1688 6.5255
H 3.8270 1.0959 4.3087
H 0.1623 3.3118 3.5724
H 0.4196 4.4248 5.8109
```

As for the total charge: +1. The total energy comes out at -91105.5716 eV. The value obtained for the HOMO energy (alpha / beta) is -0.322 / -0.334 Ha. For the molecular weight, the calculation gives 697.589 Da. The LUMO energy (alpha / beta) is -2.91 / -3.83 eV. As for the spin multiplicity: 6.

***

C22H27N6O4PPdTe | ωB97M-V/def2-TZVPD

The geometry in XYZ format:
```
62
Properties=species:S:1:pos:R:3
Pd 0.5814 0.0768 -0.2724
C 1.8077 0.5538 3.7156
C 1.7457 0.5037 2.2342
N 0.6844 -0.1005 1.6119
N -0.3568 -0.5896 2.2240
C -1.3506 -1.0116 1.4546
O -1.2363 -0.8997 0.1445
C -2.5513 -1.5265 2.0734
C -2.5894 -1.7928 3.4536
C -3.7787 -2.1490 4.0494
C -4.9404 -2.2492 3.2883
C -4.9065 -2.0266 1.9142
C -3.7182 -1.6824 1.3075
C 2.6878 1.0292 1.3360
C 3.9241 1.6312 1.7007
C 4.7984 2.0290 0.7255
C 4.4597 1.8474 -0.6284
C 3.2368 1.2856 -0.9422
N 2.3714 0.9004 -0.0136
H 0.8824 0.1539 4.1225
H 1.9355 1.5751 4.0710
H 2.6433 -0.0410 4.0879
H -1.6844 -1.7136 4.0320
H -3.8169 -2.3372 5.1111
H -5.8739 -2.5060 3.7615
H -5.8149 -2.1094 1.3379
H -3.6754 -1.5019 0.2423
H 4.1599 1.7451 2.7480
H 5.7414 2.4814 0.9873
H 5.1338 2.1441 -1.4131
H 2.9204 1.1404 -1.9691
N -0.2126 5.7952 0.6121
C -0.7549 4.6282 0.2749
C -0.0023 3.4102 0.2840
N -0.5758 2.2768 -0.0343
C -1.8544 2.2396 -0.3910
C -2.5848 3.4310 -0.4098
N -2.0362 4.5669 -0.0772
H 0.7351 5.8576 0.9411
H -0.7681 6.6362 0.5725
H 1.0470 3.4172 0.5495
H -2.2968 1.2874 -0.6502
H -3.6295 3.4498 -0.6879
C 2.1383 -2.9994 -0.0934
C 1.8903 -2.9886 -1.5938
O 1.5644 -1.6428 -1.9460
P 0.2261 -1.1343 -2.7079
O 0.1988 0.3181 -2.3663
Te -1.6865 -2.4494 -1.9696
O 0.5374 -1.3447 -4.2314
C -0.1457 -2.2626 -5.0894
C -1.2265 -1.5502 -5.8785
H 2.5223 -3.9649 0.2255
H 1.2028 -2.7968 0.4437
H 2.8744 -2.2296 0.1606
H 1.0701 -3.6674 -1.8653
H 2.7902 -3.2714 -2.1463
H -0.5832 -3.0698 -4.4748
H 0.6214 -2.6868 -5.7410
H -1.9354 -1.0810 -5.1943
H -1.7517 -2.2634 -6.5100
H -0.7931 -0.7716 -6.5033
```

As for the total charge: +2. The total energy comes out at -60428.7413 eV. The value obtained for the HOMO energy (alpha / beta) is -0.463 / -0.511 Ha. For the molecular weight, the calculation gives 704.490 Da. The LUMO energy (alpha / beta) is -7.00 / -8.97 eV. As for the spin multiplicity: 5.

***

C16H22BrCl2CuF6NO6P2S2 | ωB97M-V/def2-TZVPD

The geometry in XYZ format:
```
59
Properties=species:S:1:pos:R:3
Cu 0.9125 0.3332 -0.0234
C -2.2644 -0.2959 1.4539
P -0.7907 0.7485 1.4438
C -0.3080 0.9322 3.1867
C -1.3656 2.3968 0.9170
C -0.1828 3.3530 0.7133
P 0.8302 2.8279 -0.7363
C -0.1208 3.5243 -2.1293
C 2.2487 3.9729 -0.6423
H -3.0238 0.1603 2.0921
H -2.0182 -1.2850 1.8351
H -2.6241 -0.3696 0.4306
H -1.1095 1.4000 3.7610
H 0.5985 1.5303 3.2569
H -0.0951 -0.0516 3.6029
H -2.0693 2.7804 1.6605
H -1.9209 2.2302 -0.0127
H 0.4817 3.3366 1.5831
H -0.5269 4.3834 0.5973
H -0.2686 4.5976 -1.9905
H -1.0860 3.0277 -2.2154
H 0.4299 3.3569 -3.0557
H 1.9173 4.9895 -0.4228
H 2.7764 3.9726 -1.5959
H 2.9461 3.6421 0.1277
Cl 1.3938 -2.7809 -0.1201
C 0.6340 -3.7368 1.1540
Cl 0.4160 -2.7824 2.6336
H 1.2803 -4.5735 1.3891
H -0.3406 -4.0630 0.8119
Br 1.5556 0.3517 -7.5220
C 0.6676 0.3187 -5.8478
C 1.1670 -0.4766 -4.8324
C 0.5242 -0.4715 -3.6033
C -0.6018 0.3134 -3.3951
C -1.1002 1.0876 -4.4385
C -0.4651 1.1004 -5.6688
C -1.2780 0.3519 -2.0505
O -2.3644 0.9045 -1.9299
O -0.6813 -0.2537 -1.0717
H 2.0531 -1.0759 -4.9834
H 0.9049 -1.0882 -2.8001
H -1.9887 1.6805 -4.2659
H -0.8404 1.7060 -6.4819
F 3.9493 -0.9582 2.9265
C 4.4769 -0.8387 1.7083
F 5.7578 -0.5452 1.8186
F 4.3335 -1.9896 1.0663
S 3.5700 0.5375 0.8162
O 2.2959 0.6434 1.5314
O 4.4480 1.6580 0.8233
N 3.0660 -0.0111 -0.5775
S 4.0742 -0.4079 -1.7684
O 5.4155 -0.5319 -1.2934
O 3.4568 -1.4224 -2.5574
C 4.0596 1.0983 -2.8374
F 2.8047 1.4845 -3.0859
F 4.6605 0.8117 -3.9855
F 4.6988 2.1008 -2.2442
```

As for the total charge: 0. The total energy comes out at -227005.1202 eV. The value obtained for the HOMO energy (alpha / beta) is -0.328 / -0.329 Ha. For the molecular weight, the calculation gives 778.779 Da. The LUMO energy (alpha / beta) is 0.37 / -1.80 eV. As for the spin multiplicity: 2.

***

C58H126N6O9 | ωB97M-V/def2-TZVPD

The geometry in XYZ format:
```
199
Properties=species:S:1:pos:R:3
C 0.4610 -7.7080 -3.8858
C 0.3893 -6.3314 -3.2287
C 1.5549 -5.5046 -3.8335
C -0.9945 -5.8211 -3.5196
C -1.3587 -4.6671 -2.5732
C -1.2493 -5.2358 -1.1677
C 0.2013 -5.6900 -0.8259
C 1.1260 -4.4781 -0.8131
C 0.1493 -6.2705 0.6280
N 0.5156 -6.7048 -1.7736
O 1.9226 -7.1387 -1.6607
H -0.3760 -8.3308 -3.4597
H 0.3670 -7.5987 -4.9924
H 1.3696 -8.2802 -3.8123
H 2.5474 -5.8957 -3.4417
H 1.7441 -5.6220 -4.9265
H 1.5066 -4.4482 -3.6693
H -1.0477 -5.3426 -4.5025
H -1.8011 -6.6701 -3.4905
H -0.7272 -3.7914 -2.6591
H -2.3611 -4.3794 -2.7390
H -1.9142 -6.1227 -1.1553
H -1.4445 -4.3924 -0.4583
H 0.9285 -3.7754 -1.6694
H 2.1766 -4.7878 -0.8510
H 1.0301 -3.8572 0.0588
H -0.5536 -7.1421 0.6380
H -0.0839 -5.4822 1.3486
H 1.1355 -6.7248 0.9705
H 1.9116 -7.8557 -0.9884
C 2.0567 -1.3376 -6.7439
C 0.6501 -0.6857 -6.8495
C 0.6126 0.0547 -8.2024
C -0.4385 -1.7421 -6.7079
C -1.8110 -1.0773 -6.5182
C -1.8936 -0.2836 -5.2504
C -0.8410 0.8083 -5.3384
C -1.3104 2.0261 -6.0932
C -0.6091 1.3394 -3.9022
N 0.4963 0.2367 -5.7086
O 1.5165 1.2792 -5.8575
H 2.2204 -1.9379 -5.8338
H 2.1329 -1.9788 -7.6460
H 2.8340 -0.5530 -6.8366
H 1.4811 0.5941 -8.5532
H 0.3566 -0.6268 -9.0450
H -0.3129 0.6688 -8.1909
H -0.3420 -2.4695 -7.4588
H -0.1515 -2.2917 -5.7879
H -1.9322 -0.3184 -7.3185
H -2.6212 -1.7141 -6.4821
H -1.5901 -0.8970 -4.4028
H -2.8711 0.1791 -5.0419
H -1.6585 1.7790 -7.0414
H -0.5132 2.7510 -6.2863
H -2.0795 2.5677 -5.5292
H -0.0456 2.2534 -4.0096
H -0.0542 0.5531 -3.3554
H -1.5420 1.6225 -3.3682
H 2.0731 0.9523 -5.1404
C 3.4788 -3.5279 2.1611
C 3.9640 -2.1609 1.7441
C 4.5705 -2.2062 0.3511
C 2.7614 -1.2203 1.8641
C 3.1401 0.2762 1.9675
C 4.2049 0.4448 3.0431
C 5.4198 -0.4073 2.8466
C 6.2989 -0.0155 1.6880
C 6.3226 -0.3760 4.0418
N 4.9265 -1.8071 2.7616
O 6.0651 -2.6469 2.5059
H 3.0494 -3.4127 3.1626
H 2.6285 -3.9041 1.5825
H 4.2715 -4.1596 2.0937
H 5.4188 -2.8650 0.4140
H 3.7989 -2.6291 -0.3064
H 4.8560 -1.2669 -0.1088
H 2.0909 -1.4263 1.0571
H 2.2156 -1.5243 2.7346
H 3.3224 0.7100 0.9591
H 2.3163 0.9370 2.3623
H 3.7780 0.2337 4.0263
H 4.4605 1.4699 3.1324
H 6.9485 0.8003 2.0307
H 5.7349 0.3954 0.8226
H 6.9401 -0.8605 1.4191
H 6.6467 0.6412 4.1665
H 7.2940 -0.8427 3.7767
H 5.7916 -0.7254 4.9344
H 6.5267 -2.7872 3.3775
C 3.7264 4.3882 -2.1905
C 2.6747 4.9335 -1.2859
C 3.0363 4.6140 0.1626
C 2.5279 6.4543 -1.5929
C 1.3218 6.9547 -0.7923
C -0.0047 6.1823 -0.9901
C 0.1340 4.6472 -0.9694
C 0.0892 4.3071 0.5092
C -0.9656 4.0784 -1.8351
N 1.3783 4.3760 -1.7452
O 1.4892 2.9790 -1.7909
H 3.8893 3.2853 -1.9320
H 4.6913 4.9362 -2.2191
H 3.3048 4.4106 -3.1630
H 2.4104 5.0731 0.9293
H 4.1709 4.9050 0.2569
H 3.0002 3.4875 0.2150
H 3.4480 6.9219 -1.1828
H 2.4560 6.6017 -2.6708
H 1.1635 7.9995 -1.0724
H 1.7146 6.8307 0.2507
H -0.3244 6.5089 -1.9824
H -0.7573 6.5772 -0.2353
H 0.3508 3.3073 0.7327
H 0.6546 4.9429 1.1436
H -0.9396 4.2911 0.9037
H -1.2990 3.0825 -1.5283
H -1.8654 4.6900 -1.9129
H -0.5312 3.9527 -2.7856
H 1.3859 2.4984 -0.9193
C -0.0264 3.0005 4.4391
C -1.3081 3.8546 4.5479
C -1.9217 3.6383 5.9531
C -0.9098 5.3479 4.3543
C -2.1759 6.2602 4.2677
C -2.9617 5.8073 3.0118
C -3.4510 4.3633 3.1728
C -4.5636 4.2322 4.2336
C -3.9696 3.8647 1.7825
N -2.2537 3.4985 3.4422
O -2.6361 2.1426 3.7405
H 0.3722 2.9768 3.4298
H 0.7915 3.4323 5.1138
H -0.2375 2.0488 4.8731
H -2.2701 2.6406 6.1551
H -1.2436 3.8122 6.8384
H -2.7133 4.3584 6.1115
H -0.2733 5.6501 5.1816
H -0.3695 5.4408 3.4193
H -2.7828 6.0999 5.1401
H -1.9104 7.3206 4.1343
H -2.3463 6.0343 2.0798
H -3.8687 6.3930 2.8822
H -4.3575 4.8948 5.0874
H -4.6721 3.2168 4.6164
H -5.5007 4.5767 3.7988
H -3.0767 3.7071 1.1499
H -4.6088 4.6685 1.4365
H -4.5864 3.0194 1.9175
H -2.9327 1.7990 2.8991
C -1.7800 -3.0532 2.8502
C -3.3118 -2.8828 3.1229
C -4.0827 -2.7803 1.8460
C -3.8095 -4.1139 4.0230
C -5.2765 -3.8471 4.4542
C -5.3069 -2.5194 5.1793
C -4.7301 -1.2613 4.4945
C -5.7459 -0.7015 3.5116
C -4.4689 -0.2582 5.5819
N -3.4147 -1.7275 3.9978
O -2.7593 -0.6796 3.2859
H -1.5775 -2.5267 1.9200
H -1.1829 -2.6514 3.6940
H -1.5472 -4.0972 2.7569
H -4.1254 -1.8306 1.3186
H -3.7629 -3.5263 1.1634
H -5.1234 -3.0038 2.0577
H -3.7315 -5.0195 3.3541
H -3.0854 -4.1128 4.8541
H -5.9260 -3.7681 3.5641
H -5.7353 -4.5632 5.1078
H -4.7251 -2.7549 6.0790
H -6.3627 -2.3929 5.5491
H -5.1807 0.0459 2.9845
H -6.5938 -0.2759 4.0115
H -6.2252 -1.3419 2.7808
H -3.8158 -0.7208 6.2977
H -5.3751 0.0516 6.0717
H -4.0548 0.6856 5.2358
H -2.3646 -0.0965 3.9883
O 2.6145 0.5317 -3.3434
C 2.9513 -0.4909 -2.4141
C 2.3173 -1.7332 -2.9408
O 0.8865 -1.6775 -3.0719
H 2.1472 1.2444 -2.8640
H 4.0838 -0.6971 -2.4352
H 2.6371 -0.3215 -1.3333
H 2.5126 -2.5352 -2.2565
H 2.8150 -1.9288 -3.8731
H 0.7417 -1.1106 -3.8336
C -1.7947 1.0413 0.3226
C -0.4298 0.7263 0.9102
O 0.6282 0.9383 -0.0977
H -1.9251 0.6334 -0.6698
H -1.9446 2.1249 0.4135
H -2.5306 0.5219 0.9785
H -0.4560 -0.3229 1.2064
H -0.1931 1.3300 1.7827
H 0.3742 0.2925 -0.7934
```

As for the total charge: 0. The total energy comes out at -89548.3266 eV. The value obtained for the HOMO energy is -0.310 Ha. Its SMILES is CC1(C)CCCC(C)(C)N1O.CC1(C)CCCC(C)(C)N1O.CC1(C)CCCC(C)(C)N1O.CC1(C)CCCC(C)(C)N1O.CC1(C)CCCC(C)(C)N1O.CC1(C)CCCC(C)(C)N1O.OCCO.CCO. For the molecular weight, the calculation gives 1051.679 Da. The LUMO energy is 0.52 eV.

***

C18H27N3O4 | ωB97M-V/def2-TZVPD

The geometry in XYZ format:
```
52
Properties=species:S:1:pos:R:3
C 8.2232 0.1465 0.9900
C 7.4090 0.9126 -0.0415
O 6.3304 0.1185 -0.5473
C 5.2052 0.0907 0.1635
O 5.0297 0.6913 1.1906
C 4.1512 -0.7557 -0.5353
C 3.3335 0.1733 -1.4520
C 2.1788 0.7968 -0.6763
N 1.2405 -0.2430 -0.3011
C -0.0823 0.0276 -0.1771
C -0.6201 1.2805 -0.1145
C -2.0303 1.4957 -0.0309
O -2.5513 2.5946 0.0182
N -2.8335 0.3310 0.0018
C -4.2847 0.5236 0.0861
C -4.8648 -0.0787 1.3645
C -6.3537 0.2429 1.4475
C -7.0843 -0.2988 0.2227
C -6.4896 0.2876 -1.0539
C -5.0010 -0.0336 -1.1431
C -2.3324 -0.9327 -0.0471
O -2.9872 -1.9536 -0.0259
N -0.9518 -1.0322 -0.1356
C 1.8012 -1.5505 -0.0208
C 3.2289 -1.4094 0.4991
H 7.6066 -0.0804 1.8561
H 9.0674 0.7511 1.3083
H 8.5922 -0.7833 0.5638
H 8.0123 1.1600 -0.9171
H 6.9978 1.8254 0.4012
H 4.6697 -1.4986 -1.1449
H 3.9711 0.9589 -1.8588
H 2.9333 -0.3969 -2.2916
H 1.6592 1.5183 -1.3098
H 2.5652 1.3212 0.2065
H -0.0124 2.1658 -0.0946
H -4.4141 1.6115 0.1129
H -4.7213 -1.1597 1.3511
H -4.3404 0.3303 2.2313
H -6.7732 -0.1942 2.3559
H -6.4886 1.3258 1.5021
H -6.9879 -1.3862 0.1980
H -8.1470 -0.0550 0.2847
H -7.0052 -0.1179 -1.9268
H -6.6276 1.3714 -1.0551
H -4.8588 -1.1141 -1.1838
H -4.5723 0.4072 -2.0464
H -0.6185 -1.9804 -0.2290
H 1.7969 -2.1827 -0.9212
H 1.2047 -2.0436 0.7522
H 3.2184 -0.7862 1.3959
H 3.6078 -2.3929 0.7777
```

As for the total charge: 0. The total energy comes out at -31766.8827 eV. The value obtained for the HOMO energy is -0.303 Ha. Its SMILES is CCOC(=O)C1CCN(c2cc(=O)n(C3CCCCC3)c(=O)[nH]2)CC1. For the molecular weight, the calculation gives 349.431 Da. The LUMO energy is 0.44 eV.

***

- What is the formula in the fourth record?
  C16H22BrCl2CuF6NO6P2S2

***

- Which value of molecular weight does entry 3 give?
  704.490 Da